# C10H20Br10

A cluster of 5 separate species, C10H20Br10 in total (ωB97M-V/def2-TZVPD, the Open Molecules 2025 dataset).

Each line ends with the Mulliken charge.
Geometry (Å):
Br: -2.36668 -0.22090 -2.98440  -0.13
C: -2.28717 -1.97784 -2.12379  -0.09
C: -1.12411 -2.82889 -2.60484  -0.04
Br: 0.62266 -1.94265 -2.62488  -0.11
H: -3.22655 -2.48144 -2.34033  0.51
H: -2.23331 -1.83346 -1.04479  -0.27
H: -1.23892 -3.05576 -3.66093  0.37
H: -1.06523 -3.73118 -2.00035  -0.12
Br: -0.37365 -5.59285 -0.28415  -0.14
C: -1.83107 -5.85868 1.01420  -0.56
C: -2.61050 -4.55395 1.12178  -0.57
Br: -1.47658 -3.08361 1.80237  -0.09
H: -1.37044 -6.22211 1.92318  0.39
H: -2.49376 -6.58888 0.55610  0.35
H: -3.41980 -4.72077 1.82581  0.43
H: -2.83425 -4.14201 0.14895  0.23
Br: 5.10660 3.11790 0.81834  -0.13
C: 4.20632 2.70816 -0.83548  -0.30
C: 4.39659 3.85101 -1.79575  -0.63
Br: 3.56550 3.49290 -3.53231  -0.17
H: 3.14361 2.53242 -0.68845  0.01
H: 4.66308 1.77118 -1.14018  0.45
H: 5.44546 4.01390 -2.03186  0.41
H: 4.02177 4.77208 -1.35489  0.34
Br: 0.87899 0.84010 0.12803  -0.20
C: -0.99554 0.88327 -0.53452  0.39
C: -1.89344 0.45639 0.59507  0.05
Br: -3.66144 1.34251 0.74529  -0.18
H: -0.92412 0.13998 -1.32997  -0.70
H: -1.23411 1.79149 -1.08002  0.56
H: -1.40400 0.65867 1.55200  0.19
H: -2.06784 -0.60832 0.73578  -0.27
Br: 1.41865 4.52108 0.73162  -0.12
C: 0.35327 3.85214 2.20598  -0.32
C: 1.22370 2.98604 3.08996  -0.47
Br: -0.04069 1.98468 4.26668  -0.19
H: -0.42136 3.23706 1.75354  0.07
H: -0.14477 4.67342 2.70890  0.40
H: 1.88900 3.56039 3.72760  0.42
H: 1.80408 2.25652 2.54068  0.22

Forces on atoms 1 to 2 (eV/Å):
Br -0.93 -0.77 -0.82
C 0.47 0.07 0.19

As for the SMILES: BrCCBr.BrCCBr.BrCCBr.BrCCBr.BrCCBr. The calculation puts the HOMO energy at -9.73 eV. The calculated total energy is -711119.1963 eV. The calculation puts the orbital gap at 9.85 eV. The LUMO energy comes out at 0.0043 Eh.